Computed, not measured: one molecule with the formula C6H10O, with ωB97M-V/def2-TZVPD.

Geometry (Å):
C1 0.86 1.96 -0.77
C2 0.41 0.71 -0.02
C3 -1.03 0.60 0.49
C4 -1.22 -0.80 1.05
C5 -0.39 -1.79 0.73
C6 0.74 -1.59 -0.25
O1 0.64 -0.36 -0.92
H1 0.90 2.84 -0.13
H2 0.23 2.16 -1.64
H3 1.87 1.75 -1.14
H4 1.07 0.59 0.86
H5 -1.75 0.79 -0.32
H6 -1.24 1.34 1.28
H7 -2.04 -0.98 1.74
H8 -0.48 -2.78 1.18
H9 1.71 -1.65 0.27
H10 0.72 -2.37 -1.02

As for the HOMO energy: -9.4 eV. The calculation puts the total energy at -309.82905 Ha. The calculation puts the gap between HOMO and LUMO at 10.50 eV. The energy above the lowest of the compared OMol25 structures with the same formula, charge and spin comes out at 8.4 kcal/mol.